DFT (ωB97M-V/def2-TZVPD) results for C23H58Br2GaN2O6 as an isolated structure.

For the max |F|, the calculation gives 0.01373 Eh/bohr. Its gap between HOMO and LUMO is 6.70 eV. Its net charge is -1. The HOMO energy comes out at -4.2043 eV.

Structure (XYZ):
```
92
C23H58Br2GaN2O6 (ωB97M-V/def2-TZVPD)
C 3.23 -0.58 -0.37
C 2.77 -0.95 -1.78
N 1.42 -1.52 -1.76
Ga 0.02 -0.28 -1.21
C -0.66 -0.91 0.59
N 0.20 -0.62 1.78
C 0.66 1.66 -1.29
C 0.67 2.44 0.04
O -0.04 3.69 -0.03
C -1.59 -0.41 -2.50
Br -1.47 -1.74 -3.89
C -2.66 0.36 -2.38
C -2.88 1.43 -1.35
Br -4.18 0.20 -3.61
H 4.30 -0.76 -0.26
H 2.73 -1.24 0.34
H 3.00 0.45 -0.10
H 2.84 -0.08 -2.45
H 3.47 -1.69 -2.19
H 1.22 -1.82 -2.72
H -0.77 -2.00 0.52
H -1.68 -0.53 0.71
H 1.05 -0.15 1.52
H -0.32 -0.01 2.39
H -0.03 2.19 -1.95
H 1.65 1.76 -1.75
H 0.19 1.90 0.85
H 1.71 2.67 0.32
H 0.15 4.06 -0.89
H -3.46 1.05 -0.51
H -3.43 2.25 -1.81
H -1.95 1.83 -0.96
C 2.59 -2.70 5.55
C 2.08 -2.60 4.12
C 1.75 -3.97 3.54
O 3.04 -1.94 3.31
H 3.51 -3.29 5.59
H 2.81 -1.71 5.95
H 1.85 -3.18 6.21
H 1.19 -1.98 4.09
H 2.64 -4.60 3.51
H 1.39 -3.85 2.52
H 0.98 -4.48 4.13
H 3.84 -2.48 3.31
C 4.95 2.91 -1.53
C 6.12 2.60 -0.61
C 7.41 3.21 -1.12
O 6.25 1.19 -0.45
H 5.12 2.49 -2.52
H 4.03 2.46 -1.14
H 4.80 3.99 -1.63
H 5.91 2.98 0.39
H 7.66 2.80 -2.10
H 8.24 2.97 -0.44
H 7.33 4.29 -1.21
H 6.43 0.80 -1.32
C -5.02 6.18 -0.15
C -5.21 5.40 -1.45
C -6.67 5.40 -1.89
O -4.74 4.06 -1.30
H -5.60 5.72 0.65
H -3.97 6.16 0.14
H -5.34 7.21 -0.26
H -4.59 5.84 -2.23
H -7.29 4.92 -1.13
H -6.78 4.84 -2.82
H -7.03 6.42 -2.05
H -5.25 3.63 -0.62
C 1.66 -4.80 -1.40
C 1.09 -4.82 -2.81
C 0.80 -6.23 -3.29
O 1.99 -4.17 -3.71
H 2.61 -5.35 -1.36
H 1.84 -3.77 -1.09
H 0.97 -5.26 -0.69
H 0.18 -4.23 -2.83
H 1.72 -6.82 -3.31
H 0.39 -6.21 -4.30
H 0.09 -6.73 -2.63
H 2.82 -4.66 -3.70
C -3.62 -1.06 3.43
C -4.61 -0.50 2.42
C -6.04 -0.89 2.77
O -4.29 -0.95 1.11
H -3.67 -2.15 3.44
H -2.60 -0.78 3.15
H -3.83 -0.69 4.43
H -4.53 0.58 2.38
H -6.15 -1.98 2.77
H -6.74 -0.48 2.04
H -6.32 -0.52 3.76
H -4.34 -1.91 1.10
```

These are the Löwdin partial charges, in e, on atoms 1 to 2: atom 1 (C): -0.107, atom 2 (C): -0.391